Density functional theory data (ωB97M-V/def2-TZVPD) for a single CH3F2OP molecule at a distorted geometry.

Geometry as XYZ:
```
8
Properties=species:S:1:pos:R:3:nbo_charge:R:1
P -0.61 -0.99 0.42 0.78
F 1.74 -0.07 -1.17 -0.36
F 1.88 0.22 1.09 -0.35
O -1.60 -0.01 -0.38 -1.01
C 1.09 0.29 -0.01 0.37
H 0.71 1.36 -0.23 0.14
H -1.21 -0.46 1.53 -0.07
H -2.00 -0.34 -1.25 0.51
```

Output
Total energy in eV: -17855.50976
LUMO level in eV: 0.41
HOMO-LUMO gap in eV: 9.63
E_HOMO in hartree: -0.3387
SMILES string: OPC(F)F


Density functional theory data (ωB97M-V/def2-TZVPD) for 2 unconnected molecules or ions with the total composition C2H8BNO3 at a distorted geometry.

Geometry as XYZ:
```
15
Properties=species:S:1:pos:R:3:nbo_charge:R:1
O 0.47 1.47 1.36 -0.90
O 1.74 1.47 -0.68 -0.91
O 2.47 2.73 1.18 -0.91
N -1.37 -1.06 -0.11 -0.42
C -2.39 -0.90 -0.81 -0.03
C -0.49 -2.19 -0.30 -0.46
B 1.54 1.91 0.62 1.24
H -3.19 -0.08 -0.56 0.16
H -0.99 -3.16 -0.50 0.19
H 0.24 -2.03 -1.08 0.21
H 0.02 0.80 0.93 0.50
H 2.52 2.57 2.11 0.50
H 0.07 -2.05 0.57 0.21
H -2.83 -1.56 -1.58 0.14
H 2.19 2.08 -1.16 0.48
```

Output
Total energy in eV: -10515.26235
LUMO level in eV: 0.60
HOMO-LUMO gap in eV: 10.49
E_HOMO in hartree: -0.3632
SMILES string: OB(O)O.C=NC


Density functional theory data (ωB97M-V/def2-TZVPD) for 3 unconnected molecules or ions with the total composition C3H12N2O2 at a distorted geometry.

Geometry as XYZ:
```
19
Properties=species:S:1:pos:R:3:nbo_charge:R:1
O 0.78 1.12 2.29 -0.97
O -1.28 2.00 0.93 -1.03
N -1.60 -0.13 -0.53 -0.73
N 2.00 -0.14 -0.16 -0.27
C -0.28 -0.65 -0.23 -0.07
C 0.77 0.34 -0.71 -0.36
C 0.00 -1.98 -0.89 -0.62
H -0.22 -1.94 -1.95 0.21
H -0.11 -0.78 0.85 0.22
H 1.41 0.81 1.56 0.44
H -2.31 -0.74 -0.23 0.37
H 2.83 0.34 -0.56 0.34
H 1.09 -2.18 -0.75 0.22
H -1.91 2.66 1.20 0.46
H 0.70 0.43 -1.78 0.24
H -1.64 0.79 -0.09 0.43
H -0.62 -2.80 -0.48 0.22
H 0.43 1.33 -0.30 0.37
H -0.05 1.52 1.80 0.51
```

Output
Total energy in eV: -10374.12700
LUMO level in eV: -4.60
HOMO-LUMO gap in eV: 4.53
E_HOMO in hartree: -0.3356


Density functional theory data (ωB97M-V/def2-TZVPD) for 18 unconnected molecules or ions with the total composition C33H99N3O18 at a distorted geometry.

Geometry as XYZ:
```
153
Properties=species:S:1:pos:R:3:mulliken_charge:R:1
O 0.25 0.51 0.08 -0.73
O -0.51 -2.14 6.28 -0.63
O -2.50 2.81 -2.84 -0.46
O 2.39 2.23 0.35 -0.62
O -4.48 -4.42 4.03 -0.56
O -2.86 -4.32 -1.64 -0.67
O -6.08 -0.32 0.20 -0.61
O -1.00 4.26 4.86 -0.58
O 0.00 2.04 3.16 -0.34
O 2.23 4.68 -1.44 -0.42
O -3.95 4.62 -0.65 -0.54
O 0.35 0.66 6.29 -0.58
O 5.90 -2.03 0.36 -0.57
O 4.11 -4.56 -1.74 -0.33
O -5.31 -2.82 1.76 -0.46
O -5.33 2.32 -1.44 -0.63
O -1.42 -2.30 -3.21 -0.40
O 3.26 0.39 5.34 -0.63
N -0.66 0.08 1.07 2.47
N 3.44 -5.58 -2.48 0.16
N 1.72 5.85 -0.86 0.47
C -2.60 -0.04 -0.49 -0.91
C 0.43 7.65 0.84 -0.13
C -1.24 -1.46 2.76 -1.31
C -0.67 -2.41 0.52 -1.43
C -3.07 -4.54 4.01 -0.06
C 2.24 -6.24 -0.47 -2.09
C -0.61 5.01 -0.76 -1.24
C 5.28 -5.65 -4.06 -2.07
C 3.12 -6.73 -4.56 -1.18
C 1.64 -6.87 -4.21 -0.62
C -2.03 2.06 0.63 -1.19
C 1.44 -6.99 -2.68 -1.25
C 2.40 5.26 1.39 -1.64
C 2.11 -5.82 -1.94 1.87
C 2.48 6.33 0.27 1.67
C -1.54 2.72 -3.86 -0.54
C 0.21 6.30 -2.73 -2.14
C -0.38 -1.28 1.52 2.67
C -1.34 5.23 3.89 -0.16
C 1.07 -1.37 1.96 -2.73
C -2.03 0.53 0.81 2.12
C -0.11 7.45 -0.57 -1.40
C 4.48 -2.07 0.31 -0.16
C 3.96 6.51 -0.15 -1.78
C 3.33 -4.23 -4.61 -1.62
C -0.32 -1.41 -3.39 -0.40
C 1.95 7.66 0.77 -1.27
C -2.93 0.23 2.01 -0.92
C 3.76 -5.53 -3.89 1.60
C -2.71 -1.19 2.48 0.23
C 0.35 6.13 -1.21 1.58
C 1.18 -4.59 -1.96 -1.44
C -5.49 -3.92 0.86 -0.70
H 0.60 5.40 -3.22 0.36
H -3.60 0.38 -0.65 0.00
H 2.22 8.48 0.09 0.35
H 0.00 -3.25 0.62 0.77
H 0.83 1.14 0.54 0.06
H -2.13 -2.05 -3.80 0.25
H -0.64 2.17 -3.54 0.19
H 4.54 5.61 0.05 0.31
H 2.27 -4.04 -4.46 0.30
H -4.66 3.01 -1.41 0.22
H -2.01 -4.09 -2.03 0.31
H -2.73 -1.12 -0.58 -0.32
H -5.86 -3.57 -0.10 0.34
H 1.30 -6.70 -0.16 0.42
H 2.47 -5.43 0.22 0.22
H -3.32 -1.53 3.32 0.42
H 1.86 -1.16 1.25 0.35
H -5.74 0.52 -0.14 0.22
H 3.02 -7.01 -0.38 0.57
H 3.75 1.17 5.61 0.32
H 0.23 -1.38 -2.45 0.06
H -3.00 -1.86 1.66 -0.29
H -2.21 5.78 4.27 0.35
H -2.25 2.64 1.52 0.21
H -1.37 -2.55 6.10 0.24
H 5.55 -5.75 -5.10 0.41
H 0.81 7.14 -3.10 0.49
H -0.12 -0.18 6.36 0.30
H 1.61 -3.83 -1.29 0.20
H 3.59 -7.67 -4.26 0.35
H -4.50 4.72 0.13 0.25
H -0.76 3.45 4.39 0.22
H 0.00 8.56 1.25 0.41
H 4.45 7.31 0.40 0.39
H -0.57 -1.99 -0.49 -0.47
H 2.82 5.60 2.35 0.43
H -3.35 -3.49 -1.65 0.30
H 1.20 -0.57 2.72 0.13
H -1.05 2.46 0.34 -0.30
H -0.81 6.42 -3.08 0.33
H 4.17 -3.12 0.20 -0.09
H 3.85 -3.37 -4.19 0.33
H 3.17 -6.67 -5.65 0.45
H -4.74 -3.89 3.27 0.41
H 1.82 -7.95 -2.33 0.41
H 1.32 -7.82 -4.66 0.40
H 3.52 -4.32 -5.68 0.44
H -6.66 -0.05 0.93 0.31
H 1.27 0.44 6.49 0.29
H -2.13 3.33 -2.12 0.16
H -2.61 -4.38 3.03 -0.01
H 4.83 -5.04 -1.32 0.34
H -0.36 4.09 -1.29 0.34
H -5.71 -2.04 1.38 0.21
H -6.20 -4.61 1.31 0.29
H -0.88 -0.80 3.56 -0.03
H -2.64 -3.79 4.70 -0.03
H 1.38 4.94 1.57 0.16
H -1.19 -2.45 3.23 0.53
H -2.83 -5.53 4.38 0.36
H -1.71 4.76 2.97 -0.13
H 0.37 -6.85 -2.56 0.39
H 0.05 6.82 1.46 -0.20
H -2.73 0.93 2.83 0.45
H 6.18 -1.44 1.06 0.33
H 5.77 -4.77 -3.63 0.40
H 0.21 -4.84 -1.51 0.47
H -0.54 4.85 0.32 -0.05
H -1.65 5.30 -0.91 0.68
H 0.32 -1.77 -4.19 0.36
H -0.67 -0.41 -3.64 0.14
H 2.02 3.11 0.21 0.25
H -4.42 5.09 -1.35 0.26
H 3.19 2.22 -0.17 0.24
H 0.11 -2.86 6.32 0.29
H 3.08 4.45 1.14 0.41
H 4.06 -1.69 1.24 0.37
H -1.17 3.71 -4.17 0.19
H -4.56 -4.45 0.67 0.24
H 0.98 -6.08 -4.60 0.28
H -0.51 5.90 3.67 0.17
H 4.11 -1.55 -0.57 0.19
H -0.53 1.52 2.52 0.09
H -2.71 2.37 -0.16 -0.12
H 2.88 4.98 -2.09 0.33
H 1.28 -2.23 2.60 0.63
H -3.98 0.35 1.74 0.24
H 2.94 0.58 4.45 0.29
H 0.90 1.94 2.86 0.08
H -1.20 7.42 -0.50 0.42
H 3.99 6.75 -1.21 0.38
H -1.99 2.25 -4.74 0.32
H 2.39 7.96 1.72 0.59
H -5.31 2.02 -2.36 0.37
H 0.11 8.32 -1.19 0.35
H 1.04 -4.08 -2.91 0.14
H -1.71 -2.75 0.47 -0.22
H -2.01 0.34 -1.33 0.28
H 5.65 -6.51 -3.50 0.45
```

Output
Total energy in eV: -77146.89039
LUMO level in eV: 0.01
HOMO-LUMO gap in eV: 8.22
E_HOMO in hartree: -0.3019